The following is a quantum chemistry calculation of a molecular structure, C40H40FIN2O6S3 in a non-equilibrium geometry, from OMol25.

Last column: Mulliken charge in e.
Element x y z (Å)
I  1.039  3.981  0.947  0.252
S  2.646  1.502  0.238  1.207
S  -5.660  -0.385  -1.106  -0.186
S  -3.692  1.183  0.489  -0.262
F  3.316  0.955  -1.070  -0.223
O  1.419  0.104  5.888  -0.704
O  4.382  3.976  8.109  -0.672
O  3.632  2.347  0.818  -0.551
O  2.197  0.395  1.009  -0.512
O  3.382  0.464  -8.911  -0.660
O  0.630  -2.704  -5.583  -0.666
N  1.382  2.400  -0.376  -0.663
N  -3.213  -1.224  -0.650  0.136
C  3.973  2.639  6.210  0.315
C  2.108  -1.502  -8.649  0.127
C  3.734  3.079  7.612  0.635
C  -4.057  -0.167  -0.361  0.240
C  1.599  -2.978  -10.472  -0.460
C  0.131  0.432  -1.397  -0.194
C  1.411  -2.341  -7.777  0.170
C  -0.854  -2.556  2.795  -1.297
C  2.703  0.034  -6.696  0.208
C  2.472  2.730  9.722  -0.587
C  0.684  1.128  9.870  -0.482
C  5.230  2.839  4.173  -0.718
C  3.212  1.617  5.636  0.281
C  3.292  1.452  -4.849  -0.786
C  1.972  -0.784  -5.832  0.118
C  0.823  -3.504  -8.257  -0.531
C  4.485  1.809  3.607  -0.412
C  -8.816  -0.094  -1.371  -1.005
C  2.782  -0.268  -8.153  0.640
C  2.675  2.379  8.394  0.232
C  3.366  1.150  -6.198  -0.763
C  0.107  1.597  -0.410  -0.812
C  -3.564  -2.464  0.083  -0.960
C  -1.791  -0.903  -0.556  -0.975
C  1.279  -2.005  -6.332  0.596
C  1.482  2.103  10.460  -0.462
C  -8.071  0.703  -0.279  -0.497
C  1.894  -0.469  -4.482  -0.603
C  -1.748  -3.245  1.765  -0.339
C  2.191  -1.821  -9.999  -0.559
C  0.885  0.770  8.548  -0.565
C  1.886  1.387  7.808  0.192
C  -1.309  -0.008  -1.699  -0.893
C  3.476  1.203  4.336  -0.693
C  4.977  3.252  5.470  -0.625
C  -6.791  0.055  0.231  -0.537
C  2.551  0.647  -3.991  -0.007
C  2.111  0.962  6.396  0.535
C  0.921  -3.824  -9.600  -0.496
C  -3.068  -2.490  1.538  -0.655
H  -1.381  -2.417  3.737  0.341
H  -9.222  0.597  -2.108  0.245
H  3.812  2.319  -4.463  0.450
H  2.888  0.407  3.899  0.591
H  0.672  0.682  -2.297  -0.147
H  2.488  0.887  -2.943  0.480
H  -7.042  -0.818  0.834  0.281
H  5.555  4.049  5.918  0.473
H  0.608  -0.413  -0.894  0.556
H  -3.022  -1.462  1.899  0.425
H  -6.279  0.761  0.882  0.363
H  -8.190  -0.829  -1.869  0.345
H  -9.681  -0.603  -0.948  0.314
H  -1.510  -0.502  0.420  0.311
H  -0.085  1.213  0.590  0.558
H  3.093  3.493  10.171  0.469
H  -8.737  0.771  0.583  0.339
H  0.027  -3.167  2.987  0.409
H  3.937  1.773  -6.872  0.484
H  -1.967  0.848  -1.835  0.516
H  -3.157  -3.300  -0.488  0.423
H  1.318  -1.104  -3.823  0.615
H  6.012  3.318  3.599  0.410
H  -0.094  0.644  10.446  0.399
H  2.724  -1.160  -10.669  0.472
H  -7.906  1.726  -0.609  0.308
H  -1.303  -0.634  -2.591  0.262
H  0.293  -4.153  -7.574  0.470
H  1.330  2.374  11.496  0.397
H  0.468  -4.734  -9.972  0.394
H  -1.197  -3.405  0.839  0.265
H  1.668  -3.227  -11.523  0.401
H  -1.986  -4.233  2.161  0.447
H  -1.254  -1.847  -0.661  0.378
H  4.692  1.482  2.605  0.509
H  -0.489  -1.594  2.434  0.216
H  0.273  0.010  8.083  0.471
H  -4.643  -2.585  0.050  0.390
H  -3.840  -3.001  2.112  0.509
H  -0.672  2.294  -0.704  0.586

Output
Orbital gap   7.32 eV
Maximum force   0.0311 Eh/bohr
E   -3701.3085 hartree